## A
17
Properties=species:S:1:pos:R:3:nbo_charge:R:1 method="wB97M-V/def2-TZVPD" lumo_ha=0.0176 e_homo_ev=-7.715
C -2.04785 1.21436 -0.28968 -0.2629
C -0.57324 -1.18164 -0.20865 0.8773
N -0.57284 -0.99492 -1.54964 -0.8645
O -1.30338 0.29337 0.51994 -0.6715
O -0.68876 -2.12229 0.49277 -0.5282
H -0.41599 -1.85872 -2.05374 0.4094
H 0.04864 -0.24282 -1.85015 0.4345
H -1.43009 1.64515 -1.08191 0.1794
H -2.89375 0.69177 -0.73358 0.1971
H -2.41453 2.01103 0.35906 0.1971
C 2.21011 -0.08249 1.39889 -0.7384
C 1.30179 0.13911 0.21222 0.2879
O 1.74107 0.47471 -0.87506 -0.6135
H -0.19748 0.43017 0.53626 0.4088
H 2.01186 -1.07244 1.81861 0.2366
H 1.96139 0.64176 2.18084 0.2318
H 3.26305 0.01388 1.12381 0.2189

=====

## B
17
Properties=species:S:1:pos:R:3:nbo_charge:R:1 method="wB97M-V/def2-TZVPD" lumo_ha=0.0236 smiles="CN[C@@H](CO)C(=O)O" e_homo_ev=-8.772
C -2.08656 0.05442 0.94704 -0.4134
N -1.05805 -0.45752 -0.01306 -0.6338
C 0.33357 -0.41331 0.16477 -0.1623
C 0.99726 -0.71071 -1.26642 -0.0463
O 2.05660 -1.64950 -0.98821 -0.7451
C 0.73134 1.03684 0.34205 0.7791
O 0.98892 1.54864 1.58015 -0.7125
O 0.79773 1.74773 -0.65404 -0.6198
H -1.47798 0.55758 1.77630 0.1872
H -2.67955 -0.71431 1.47291 0.1956
H -2.69136 0.80801 0.54397 0.1951
H -1.51024 -0.13747 -1.00136 0.3850
H 0.85184 -0.96745 0.87723 0.2278
H 1.49998 0.06524 -1.83176 0.2072
H 0.25891 -1.01441 -2.01416 0.1694
H 2.06625 -2.39180 -1.62498 0.4756
H 0.92134 2.63802 1.68958 0.5113

=====

Most stable of them? B.

=====

## A
17
Properties=species:S:1:pos:R:3:nbo_charge:R:1 method="wB97M-V/def2-TZVPD" lumo_ha=0.0186 smiles="C[C@@](O)(CN)C(=O)O" e_homo_ev=-9.354
C 0.41615 -0.54980 -0.03382 0.1308
C -0.83240 -0.25065 -0.87644 -0.1363
C 0.20048 -0.79134 1.45504 -0.6359
C 1.17071 0.76137 -0.37850 0.7369
N -1.74708 0.66169 -0.34929 -0.8767
O 1.12060 -1.61167 -0.62692 -0.7161
O 0.63256 1.82848 0.29405 -0.7172
O 2.36566 0.71335 -0.66829 -0.5677
H 2.01188 -1.25432 -0.80777 0.4989
H -0.05742 2.24161 -0.27621 0.5084
H -2.59579 0.77561 -0.88729 0.3831
H -1.90137 0.68127 0.65050 0.3854
H -1.24046 -1.15734 -1.32516 0.2142
H -0.04134 0.50495 -1.63882 0.1269
H -0.33039 0.02747 1.93704 0.2109
H 1.17695 -0.86014 1.93163 0.2312
H -0.34875 -1.72053 1.60023 0.2232

=====

## B
17
Properties=species:S:1:pos:R:3:nbo_charge:R:1 method="wB97M-V/def2-TZVPD" lumo_ha=0.0306 smiles="COC(=O)CN(C)O" e_homo_ev=-9.238
C -0.31111 0.76133 0.08966 -0.3548
C 3.07884 0.16012 0.36747 -0.2647
C -2.05348 -1.10828 -0.44131 -0.4430
N -1.73236 0.31308 -0.39238 -0.1631
C 0.75092 -0.12997 -0.43965 0.8095
O 1.88633 0.78522 -0.08663 -0.5750
O -2.63076 0.83503 0.63340 -0.6146
O 0.87514 -1.26008 -0.82905 -0.5284
H -3.10212 1.54100 0.15663 0.4721
H -0.21478 1.76842 -0.32592 0.2510
H -0.28512 0.75090 1.18208 0.2426
H 3.01188 -0.93429 0.38607 0.1943
H 3.30673 0.51941 1.37764 0.1808
H 3.91500 0.47785 -0.26195 0.1851
H -3.12019 -1.25227 -0.64872 0.2116
H -1.82958 -1.61990 0.50255 0.1752
H -1.54536 -1.60757 -1.26988 0.2214

=====

## C
17
Properties=species:S:1:pos:R:3:nbo_charge:R:1 method="wB97M-V/def2-TZVPD" lumo_ha=0.0226 smiles="O=C[C@H](CO)NCO" e_homo_ev=-9.263
O 2.20857 -0.76625 -0.47860 -0.5048
C 1.08669 -1.19511 -0.44169 0.4248
C -0.16207 -0.29523 -0.41146 -0.1704
C -0.38845 0.29234 -1.83543 -0.0521
O -1.17236 -0.60069 -2.62042 -0.7096
N 0.03449 0.75582 0.55360 -0.6418
C -0.17423 0.47207 1.95481 0.1053
O 0.74372 1.15251 2.77935 -0.7220
H 0.98408 -2.29802 -0.30554 0.1108
H -0.99517 -0.98564 -0.22757 0.1648
H -0.88110 1.25503 -1.74800 0.1670
H 0.57822 0.24378 -2.31686 0.2043
H -2.03432 -0.69848 -2.19667 0.4613
H -0.28933 1.65144 0.23669 0.3736
H -1.15230 0.81886 2.26469 0.1622
H -0.02629 -0.60498 2.08755 0.1506
H 1.63983 0.80254 2.70557 0.4761

=====

Most stable of them? C.

=====

## A
17
Properties=species:S:1:pos:R:3:nbo_charge:R:1 method="wB97M-V/def2-TZVPD" lumo_ha="-0.0797 / -0.0791" e_homo_ev="-7.873 / -7.884"
C -0.61117 -1.58780 -0.45699 -0.0693
C 2.36605 -0.35620 0.18781 -0.2666
O 1.06702 -0.21625 -0.36459 -0.5312
H 2.89655 -1.10906 -0.39532 0.1903
H -0.72657 -1.52643 0.61678 0.2280
H -1.48333 -1.41642 -1.07022 0.2114
H 0.14836 -2.22336 -0.88427 0.1996
H 2.90644 0.59634 0.10688 0.2011
H 2.32025 -0.64487 1.24286 0.1971
C -1.18558 0.89301 -0.59085 0.5732
N -2.27114 0.92178 0.21421 -0.8505
C 0.25503 0.85615 0.38972 0.3614
O -1.16044 1.18333 -1.76345 -0.6176
O 0.03065 0.62960 1.60029 -0.7765
H -3.14035 1.29367 -0.13608 0.3955
H -2.10853 0.87712 1.21056 0.4256
H 0.69675 1.82939 0.09266 0.1285

=====

## B
17
Properties=species:S:1:pos:R:3:nbo_charge:R:1 method="wB97M-V/def2-TZVPD" lumo_ha=0.0162 smiles="O=CNC(CO)CO" e_homo_ev=-9.601
O -0.75185 1.22972 -2.95711 -0.6043
C -0.23917 0.70270 -1.99439 0.5242
N -0.53087 1.17871 -0.74251 -0.6317
C -0.20199 0.56911 0.51592 -0.0961
C -0.91285 -0.74287 0.89474 -0.0795
O -0.47135 -1.76197 -0.01337 -0.7586
C 1.35255 0.41382 0.68732 -0.0678
O 1.96822 -0.86241 0.56708 -0.7437
H 0.46582 -0.13214 -2.00268 0.1358
H -1.23293 1.89993 -0.75481 0.4026
H -0.43420 1.25483 1.32430 0.2158
H -0.56918 -0.92196 1.90941 0.1797
H -1.98710 -0.67258 0.75903 0.1851
H -1.20161 -2.32471 -0.29368 0.4913
H 1.75901 1.03913 -0.08421 0.1819
H 1.63902 0.72909 1.68368 0.1706
H 1.34847 -1.59840 0.50129 0.4946

=====

Most stable of them? B.

=====

## A
17
Properties=species:S:1:pos:R:3:nbo_charge:R:1 method="wB97M-V/def2-TZVPD" lumo_ha=0.0197 smiles="O=C(CCO)NCO" e_homo_ev=-9.529
O -0.08531 -0.09329 2.61590 -0.6334
C 0.22822 -0.09945 1.39712 0.6554
N 1.24425 0.75120 1.16807 -0.6123
C 1.67557 0.75167 -0.35308 0.0526
O 0.95292 1.76839 -1.04317 -0.7072
C -0.33982 -1.09753 0.38773 -0.5492
C -1.69789 -0.61987 -0.15868 -0.0736
O -1.72962 -0.15609 -1.53481 -0.7628
H 1.53921 1.45869 1.79311 0.4260
H 1.72519 -0.26832 -0.92824 0.1883
H 2.73458 1.14765 -0.32032 0.1831
H 0.11921 1.32915 -1.21161 0.4775
H -0.48055 -2.07858 0.80621 0.2569
H 0.27652 -1.37848 -0.49619 0.2309
H -1.85431 0.46932 0.17980 0.1966
H -2.65637 -1.01945 -0.03417 0.2033
H -1.65181 -0.86501 -2.26769 0.4679

=====

## B
17
Properties=species:S:1:pos:R:3:nbo_charge:R:1 method="wB97M-V/def2-TZVPD" lumo_ha=0.0262 smiles="C[C@@H](CNO)C(=O)O" e_homo_ev=-9.771
C 0.22513 0.45748 0.01334 -0.3273
C -0.48460 -0.65506 -0.73146 -0.2432
C 0.54708 0.17233 1.47182 -0.6047
N 0.29405 -1.97046 -0.67238 -0.3362
C -0.67147 1.75077 -0.08412 0.8017
O 1.64879 -1.70711 -1.11218 -0.6098
O -1.98790 1.54367 0.11287 -0.6910
O -0.24856 2.88391 -0.22012 -0.6023
H 2.16838 -2.12977 -0.39938 0.4710
H -2.37868 2.44309 0.11081 0.4997
H -0.06575 -2.55371 -1.43538 0.3380
H 1.14446 0.72467 -0.52162 0.2460
H -1.46332 -0.86907 -0.28888 0.2155
H -0.63546 -0.38353 -1.78186 0.1870
H 1.46239 -0.42377 1.54720 0.2176
H 0.70557 1.09951 2.03260 0.2232
H -0.26011 -0.38295 1.95875 0.2148

=====

## C
17
Properties=species:S:1:pos:R:3:nbo_charge:R:1 method="wB97M-V/def2-TZVPD" lumo_ha=0.0313 e_homo_ev=-9.712
C 0.87645 1.35168 0.28177 0.4951
C 0.71978 -0.03567 -0.34733 -0.3910
C 0.19931 -0.00201 -1.77611 -0.6225
C -0.24246 -0.65115 0.66452 0.7607
N -1.06613 -1.66454 0.28727 -0.8110
O -1.12630 0.98188 0.61513 -0.9190
O 1.41725 1.45204 1.39504 -0.6555
O 0.23580 -0.77528 1.89646 -0.6964
H 0.85165 0.02150 2.02612 0.5180
H -1.34795 1.24716 1.51675 0.4672
H 0.77093 2.21590 -0.38528 0.1495
H 1.66695 -0.58117 -0.28258 0.2329
H -1.63085 -1.48915 -0.52882 0.4016
H -1.55206 -2.11485 1.05011 0.3992
H 0.07314 -1.00881 -2.17616 0.2177
H 0.90813 0.52872 -2.41254 0.2220
H -0.75364 0.52374 -1.82437 0.2314

=====

Most stable of them? C.

=====

## A
17
Properties=species:S:1:pos:R:3:nbo_charge:R:1 method="wB97M-V/def2-TZVPD" lumo_ha=0.0248 smiles="C=C[Si](I)(OC)OC" e_homo_ev=-9.540
C -1.57907 1.33618 -0.56636 -0.3151
C -1.08263 0.23080 -1.14552 -0.7216
C -1.01170 -2.02184 0.77581 -0.2530
C 2.10527 1.48281 0.70001 -0.2279
O 0.17188 -1.28318 0.81837 -0.9116
O 1.95982 0.34359 -0.10952 -0.9048
Si 0.56535 -0.45438 -0.53749 1.8868
I 1.58465 -1.88017 -2.15461 -0.2389
H -2.43992 1.85412 -0.88601 0.1949
H -1.05779 1.85543 0.30400 0.1793
H -1.59010 0.04849 -2.04658 0.2339
H -1.13386 -2.35791 -0.27983 0.1692
H -1.94448 -1.46613 1.07763 0.1812
H -0.88954 -2.93499 1.42114 0.1940
H 1.95976 2.37156 0.16226 0.1688
H 3.13060 1.45198 1.05314 0.1967
H 1.25178 1.42364 1.41358 0.1682

=====

## B
17
Properties=species:S:1:pos:R:3:nbo_charge:R:1 method="wB97M-V/def2-TZVPD" lumo_ha=0.0242 smiles="C=C[Si](I)(OC)OC" e_homo_ev=-9.520
C 1.95327 1.30551 -1.42552 -0.3825
C 1.02143 0.46215 -1.11019 -0.5872
C 0.22847 -2.10099 1.55708 -0.2574
C -1.69097 2.51411 0.07384 -0.2109
O -0.42059 -0.90426 1.21808 -0.9402
O -1.22263 1.42332 0.79952 -0.9199
Si 0.06384 0.51847 0.75706 1.9175
I 1.72952 1.35062 2.47555 -0.3252
H 2.57209 1.14293 -2.34864 0.2006
H 2.28202 1.91277 -0.65196 0.1953
H 0.69438 -0.25144 -1.82871 0.2025
H -0.20338 -2.45842 2.56467 0.1949
H 1.28586 -1.75458 1.88947 0.1889
H 0.16832 -2.90216 0.70371 0.1985
H -1.86083 3.28242 0.65567 0.1762
H -2.64127 2.24585 -0.44596 0.1729
H -1.09707 2.82647 -0.71969 0.1760

=====

Most stable of them? A.

=====

## A
12
Properties=species:S:1:pos:R:3:nbo_charge:R:1 method="wB97M-V/def2-TZVPD" lumo_ha="-0.0411 / -0.0408" e_homo_ev="-8.275 / -8.191"
C -2.64431 0.69960 0.34024 -0.6957
C -1.30856 0.26595 -0.05629 0.1272
C -0.19279 -0.08975 -0.35954 -0.1002
C 1.02027 -0.66656 -0.81027 -0.0438
C 2.24920 -0.56527 -0.22674 -0.3992
C 2.44272 0.28394 0.91308 -0.1285
H -2.59567 1.50228 1.08089 0.2450
H -3.21126 1.05387 -0.52579 0.2423
H -3.19538 -0.13778 0.78082 0.2474
H 0.92182 -1.28901 -1.70221 0.2180
H 3.02319 -1.18359 -0.68593 0.1887
H 3.49078 0.12632 1.25174 0.0988

=====

## B
12
Properties=species:S:1:pos:R:3:nbo_charge:R:1 method="wB97M-V/def2-TZVPD" lumo_ha=0.0295 e_homo_ev=-8.613
C 1.28350 0.16967 0.89773 -0.5891
C -0.06709 -0.00800 0.17225 -0.3634
C -0.63423 1.23656 -0.34308 -0.0187
C -1.07921 2.28635 -0.74038 -0.2194
C -0.28460 -1.20857 -0.58789 -0.0558
C -0.78706 -2.30381 -0.77593 -0.2837
H 2.09307 0.50344 0.22770 0.2199
H 1.20288 0.91911 1.69286 0.2232
H 1.59423 -0.78003 1.33731 0.2217
H -0.92162 -0.85598 0.61729 0.3917
H -1.47867 3.20389 -1.12317 0.2392
H -0.92121 -3.16264 -1.37470 0.2343

=====

Most stable of them? A.